{
  "formula": "C31H41Cl2N2O9PSSi",
  "method": "ωB97M-V/def2-TZVPD",
  "species": ["C", "C", "C", "O", "O", "C", "C", "C", "C", "P", "N", "O", "C", "C", "C", "C", "S", "C", "C", "C", "C", "Cl", "C", "C", "Cl", "C", "C", "C", "N", "Si", "C", "C", "C", "H", "H", "H", "H", "H", "H", "H", "H", "H", "H", "H", "H", "H", "H", "H", "H", "H", "H", "H", "H", "H", "H", "H", "H", "H", "H", "H", "H", "H", "C", "C", "C", "O", "C", "O", "O", "H", "H", "H", "H", "H", "H", "C", "C", "C", "O", "C", "O", "O", "H", "H", "H", "H", "H", "H"],
  "xyz": [[-3.29431, -5.45429, -0.08171], [-3.09752, -5.40498, -1.68155], [-1.52464, -5.33413, -2.04913], [-1.15578, -5.82730, -3.13949], [-0.65799, -4.72995, -1.09801], [0.06794, -3.59554, -1.65211], [-0.75787, -2.73384, -2.72550], [-0.01273, -1.32709, -3.01297], [0.93571, -1.13148, -4.26042], [1.33482, -2.51895, -5.50243], [0.01262, -2.50948, -6.67667], [1.37433, -3.99666, -4.60808], [1.61325, 0.25723, -4.54222], [1.42154, 1.47362, -3.59308], [0.52535, 1.29042, -2.33775], [-0.17882, -0.09924, -2.09096], [-1.22178, -0.15697, -0.53729], [-0.14190, 0.81030, 0.64419], [0.05151, 0.37184, 2.11087], [1.01163, 1.20641, 3.03329], [1.31359, 0.79451, 4.55820], [0.21629, 1.15744, 5.95966], [2.53723, 0.07355, 4.74206], [3.09205, -0.44012, 6.14047], [3.57919, -0.27744, 3.26223], [1.68885, 2.45688, 2.39612], [1.48680, 2.88807, 0.92550], [0.55786, 2.06563, -0.00715], [0.39623, 2.44209, -1.42318], [-1.06569, 3.43506, -1.73098], [-2.46637, 2.55237, -2.68510], [-0.48892, 4.90886, -2.86411], [-1.77849, 4.26856, -0.14823], [-2.97870, -6.48030, 0.33399], [-2.70216, -4.65173, 0.47144], [-4.40511, -5.27800, 0.13356], [-3.51351, -6.37906, -2.12329], [-3.65928, -4.49330, -2.08102], [1.06098, -3.96692, -2.10947], [0.27507, -2.88530, -0.76351], [-0.90973, -3.27207, -3.73179], [-1.79866, -2.54425, -2.26598], [0.00303, -1.53362, -7.04437], [-0.89955, -2.60233, -6.18505], [0.93894, -4.70134, -5.13827], [2.28261, 0.43834, -5.45937], [1.93429, 2.47763, -3.82093], [-0.45472, -0.56750, 2.53673], [4.24722, -0.49414, 6.12709], [2.80749, 0.21655, 7.02715], [2.74887, -1.51184, 6.40253], [2.39901, 3.06989, 3.04089], [2.02267, 3.79414, 0.46489], [-3.14994, 1.90545, -2.04142], [-3.14847, 3.35153, -3.16938], [-1.97595, 1.99066, -3.55886], [-0.91901, 4.76942, -3.93041], [0.65829, 4.91329, -2.98708], [-0.89902, 5.91802, -2.50023], [-2.24232, 3.52819, 0.59281], [-1.01238, 4.88365, 0.43539], [-2.62500, 4.98624, -0.46434], [-5.19887, 1.74915, 6.09504], [-4.91134, 0.53079, 5.24558], [-3.62654, -0.15876, 5.59844], [-3.28374, -0.79682, 4.37372], [-3.82437, -0.03638, 3.37915], [-3.57034, -0.16347, 2.21648], [-4.68804, 0.88996, 3.88430], [-4.38382, 2.47541, 6.03181], [-6.09903, 2.25732, 5.74048], [-5.34245, 1.47203, 7.14191], [-5.76197, -0.15903, 5.27624], [-3.74961, -0.89002, 6.39901], [-2.82028, 0.53226, 5.86503], [5.85292, -0.20132, 0.35424], [5.40876, 1.03019, -0.40498], [4.08534, 0.86773, -1.09384], [4.18766, 1.80407, -2.16120], [5.51438, 1.90868, -2.45618], [5.95097, 2.45556, -3.42794], [6.27882, 1.30536, -1.50051], [5.90702, -1.07342, -0.30326], [6.85568, -0.05666, 0.76431], [5.16669, -0.42050, 1.17404], [5.41516, 1.90328, 0.25716], [3.24178, 1.10693, -0.44324], [3.93629, -0.12897, -1.52194]],
  "forces_ev_per_a": [[-0.37, -0.09, -0.14], [0.94, -0.30, 1.61], [-0.32, -1.38, -2.37], [-0.59, 1.99, 3.74], [-1.82, -0.04, -2.06], [1.32, 1.08, -0.46], [0.09, 0.79, 0.01], [1.59, 3.00, -0.47], [-1.21, 2.42, 2.59], [1.67, 0.68, -0.26], [-0.75, 0.22, 1.83], [-1.47, 1.30, -1.45], [-1.86, -0.13, 2.71], [-1.86, -3.43, 0.71], [1.22, -2.51, -2.89], [1.92, 0.81, -1.53], [1.73, 0.69, -0.17], [1.89, 1.56, 0.81], [1.97, 2.73, -0.84], [-1.37, 1.36, -2.94], [3.21, -1.62, -2.05], [1.23, -0.38, -1.75], [-2.36, 1.32, 0.89], [0.78, -0.50, -0.16], [-1.23, 0.30, 2.04], [-1.73, -1.61, -1.43], [-1.70, -2.96, 0.73], [1.01, -1.03, 4.20], [-0.63, -2.45, 1.31], [-0.89, 1.89, -0.49], [-0.55, 0.12, -0.72], [0.10, 0.02, -1.08], [-0.42, 0.13, 0.86], [-0.53, 1.59, -0.65], [-0.76, -1.05, -0.95], [1.56, -0.40, -0.16], [0.69, 1.67, 0.38], [1.03, -1.25, 0.28], [-1.64, 0.70, 0.68], [-0.30, -1.32, -1.36], [0.37, 0.73, 1.74], [1.56, -0.07, -0.74], [0.21, -0.96, 0.17], [0.49, 0.03, -0.55], [0.30, 0.44, 0.55], [-1.15, -0.66, 1.59], [-0.92, -1.84, 0.54], [0.77, 1.66, -0.93], [-1.90, 0.21, -0.20], [0.12, -0.64, -1.49], [0.32, 1.69, -0.71], [-1.11, -0.94, -0.96], [-0.87, -1.55, 0.98], [1.14, 0.58, -0.96], [1.15, -1.07, 0.79], [-0.94, 0.47, 1.30], [0.68, 0.18, 1.62], [-1.78, 0.27, 0.35], [0.84, -1.44, -0.41], [0.67, 0.91, -1.03], [-0.94, -0.81, -0.85], [1.31, -1.08, 0.32], [-0.14, 0.34, -0.27], [-0.38, 0.69, 0.87], [0.16, -0.37, 0.57], [-0.14, 0.26, -0.52], [0.21, -0.01, -0.99], [-0.13, 0.06, 0.84], [0.46, -0.57, -0.34], [0.03, -0.17, 0.01], [0.02, -0.12, 0.10], [0.00, -0.05, -0.10], [0.11, -0.06, 0.00], [0.09, -0.08, -0.21], [-0.16, 0.09, 0.00], [0.45, -0.06, -0.12], [0.10, -0.81, 0.81], [-0.69, -0.07, 0.33], [0.64, 0.17, -0.21], [0.40, 0.42, -0.84], [-0.36, -0.40, 0.74], [-0.37, 0.41, -0.56], [-0.14, 0.12, -0.01], [-0.14, 0.05, 0.07], [0.05, 0.08, -0.11], [-0.11, 0.00, -0.06], [0.01, 0.11, -0.20], [0.12, -0.02, 0.10]],
  "lowdin_charge": [-0.122, -0.126, -0.390, 0.057, -0.073, -0.157, -0.154, -0.149, -0.286, 0.840, -0.228, -0.352, -0.069, 0.002, -0.230, -0.329, 0.896, -0.358, -0.006, -0.225, -0.591, 0.592, -0.590, -0.138, 0.614, -0.033, -0.006, -0.239, -0.133, 0.489, -0.207, -0.202, -0.199, 0.086, 0.076, 0.075, 0.122, 0.119, 0.131, 0.129, 0.098, 0.116, 0.035, 0.027, 0.057, 0.093, 0.113, 0.116, 0.081, 0.069, 0.095, 0.102, 0.114, 0.034, 0.051, 0.044, 0.038, 0.034, 0.037, 0.043, 0.040, 0.051, -0.021, -0.346, -0.114, 0.058, -0.534, 0.140, 0.090, 0.092, 0.088, 0.091, 0.161, 0.143, 0.112, -0.021, -0.339, -0.107, 0.042, -0.534, 0.154, 0.088, 0.095, 0.090, 0.019, 0.162, 0.120, 0.147],
  "smiles": "CCC(=O)OCCc1c(P(N)O)ccc2c1Sc1cc(/C(Cl)=C(/C)Cl)ccc1N2[Si](C)(C)C.C[C@@H]1COC(=O)O1.C[C@@H]1COC(=O)O1",
  "e_homo_ev": -8.1,
  "e_tot_ev": -107258.939,
  "spin_multiplicity": 1,
  "gap_ev": 8.0
}



{
  "formula": "C23H35N3O3",
  "method": "ωB97M-V/def2-TZVPD",
  "species": ["C", "C", "C", "C", "C", "C", "O", "N", "C", "C", "C", "C", "C", "C", "C", "C", "C", "N", "C", "O", "C", "N", "C", "O", "C", "C", "C", "C", "C", "H", "H", "H", "H", "H", "H", "H", "H", "H", "H", "H", "H", "H", "H", "H", "H", "H", "H", "H", "H", "H", "H", "H", "H", "H", "H", "H", "H", "H", "H", "H", "H", "H", "H", "H"],
  "xyz": [[-0.91589, -3.06041, 2.52897], [-0.88224, -1.95503, 1.48129], [-1.75753, -0.80313, 1.96083], [0.56521, -1.49711, 1.25973], [0.67223, -0.51090, 0.10925], [2.12697, -0.13295, -0.14058], [3.03561, -0.86491, 0.21774], [2.35831, 1.01872, -0.84506], [1.35317, 2.04259, -1.10718], [1.10697, 3.01256, 0.05096], [2.32322, 3.28090, 0.92976], [3.62838, 3.53732, 0.17547], [4.46432, 2.30744, -0.21232], [5.70939, 2.79867, -0.95358], [4.91238, 1.55807, 1.04286], [3.73355, 1.36329, -1.17431], [0.09470, -1.13900, -1.15758], [-1.26630, -1.60812, -0.95204], [-2.10471, -1.56848, -2.03381], [-1.79550, -1.03362, -3.08073], [-3.46146, -2.21544, -1.91100], [-3.82026, -3.26273, -2.76701], [-5.05152, -3.46713, -2.50660], [-5.58231, -2.63635, -1.57828], [-4.54122, -1.82400, -1.21450], [-4.81243, -0.75924, -0.26583], [-6.18391, -0.14133, -0.20774], [-5.71714, -1.00520, 0.91297], [-1.40772, -2.52961, 0.16225], [-0.29538, -3.90586, 2.22308], [-0.53612, -2.69261, 3.48438], [-1.93449, -3.42339, 2.68910], [-1.88382, -0.03734, 1.19453], [-2.74960, -1.16601, 2.23783], [-1.31233, -0.33125, 2.84066], [0.97076, -1.06249, 2.17696], [1.18597, -2.36519, 1.02349], [0.09797, 0.38556, 0.35057], [1.72734, 2.59540, -1.97047], [0.41476, 1.59334, -1.42432], [0.74948, 3.95493, -0.37525], [0.29278, 2.63766, 0.67901], [2.09561, 4.15750, 1.54137], [2.46024, 2.45893, 1.63547], [3.42258, 4.14146, -0.71868], [4.27577, 4.15342, 0.80767], [6.34238, 1.95956, -1.25218], [5.43991, 3.35800, -1.85263], [6.30179, 3.45339, -0.31097], [5.52956, 0.69990, 0.77417], [5.49991, 2.22591, 1.67929], [4.07804, 1.17016, 1.62344], [4.30021, 0.43666, -1.26197], [3.69854, 1.83352, -2.16349], [0.06840, -0.45553, -1.99900], [0.73683, -1.98593, -1.44274], [-5.71089, -4.20399, -2.93234], [-3.97199, -0.09794, -0.11616], [-6.23758, 0.92545, -0.04526], [-6.93695, -0.53717, -0.87284], [-6.15440, -1.98985, 1.00194], [-5.45725, -0.53832, 1.85244], [-0.83497, -3.44516, -0.05127], [-2.45734, -2.80757, 0.25025]],
  "forces_ev_per_a": [[0.07, -0.11, 0.01], [0.01, 0.08, -0.04], [-0.06, 0.14, 0.01], [-0.06, -0.13, 0.08], [-0.08, 0.14, 0.07], [0.01, 0.21, -0.24], [-0.04, -0.04, -0.05], [-0.06, -0.23, 0.50], [0.19, 0.00, -0.14], [-0.17, -0.01, 0.01], [0.02, 0.06, 0.10], [0.03, 0.12, -0.02], [0.02, -0.03, 0.01], [0.06, -0.01, 0.04], [0.04, 0.01, 0.02], [-0.05, 0.06, -0.30], [0.13, -0.04, -0.21], [0.07, 0.08, 0.12], [-0.19, -0.24, 0.03], [-0.04, 0.05, -0.03], [0.45, 0.15, -0.40], [0.39, 0.03, 0.19], [-0.26, -0.05, 0.00], [0.01, -0.01, -0.01], [-0.23, -0.23, -0.05], [0.03, 0.24, 0.20], [-0.11, 0.19, -0.08], [-0.03, -0.12, 0.24], [-0.16, -0.29, -0.02], [-0.01, -0.01, 0.03], [0.00, 0.00, -0.01], [0.01, 0.01, -0.02], [-0.01, 0.02, -0.01], [-0.03, 0.01, -0.02], [-0.03, 0.00, -0.01], [-0.02, 0.00, 0.01], [0.03, 0.01, 0.04], [0.01, 0.03, -0.03], [-0.04, 0.02, 0.00], [-0.02, -0.06, -0.03], [-0.01, -0.03, -0.02], [0.02, 0.02, 0.02], [0.01, -0.03, 0.03], [0.00, -0.01, -0.03], [0.01, -0.05, 0.01], [-0.02, 0.03, -0.03], [-0.01, 0.01, 0.00], [0.00, 0.00, 0.01], [0.01, -0.01, -0.02], [0.02, 0.01, 0.00], [-0.02, -0.04, 0.03], [-0.02, -0.02, 0.00], [-0.02, 0.01, 0.00], [0.04, -0.02, 0.02], [0.11, 0.08, -0.02], [-0.06, 0.01, 0.00], [-0.02, -0.01, 0.00], [0.06, 0.03, 0.04], [0.02, 0.01, 0.00], [0.01, -0.04, -0.02], [0.01, -0.02, -0.03], [0.03, 0.02, 0.00], [-0.06, 0.02, -0.04], [0.02, -0.03, 0.09]],
  "lowdin_charge": [-0.047, -0.535, -0.037, -0.104, -0.200, -0.405, 0.069, -0.021, -0.144, -0.171, -0.184, -0.149, -0.539, -0.058, -0.043, -0.107, -0.080, -0.014, -0.376, 0.084, -0.141, 0.169, -0.174, 0.081, -0.191, -0.208, -0.090, -0.097, -0.097, 0.088, 0.090, 0.088, 0.072, 0.081, 0.092, 0.136, 0.130, 0.124, 0.124, 0.112, 0.114, 0.101, 0.111, 0.102, 0.125, 0.117, 0.089, 0.084, 0.086, 0.091, 0.089, 0.070, 0.132, 0.129, 0.116, 0.157, 0.134, 0.136, 0.104, 0.106, 0.108, 0.099, 0.144, 0.130],
  "smiles": "CC1(C)C[C@@H](C(=O)N2CCCCC(C)(C)C2)CN(C(=O)c2ncoc2C2CC2)C1",
  "e_homo_ev": -8.9,
  "e_tot_ev": -35032.616,
  "spin_multiplicity": 1,
  "gap_ev": 9.5
}



{
  "formula": "C3H8NO",
  "method": "ωB97M-V/def2-TZVPD",
  "species": ["C", "C", "C", "N", "O", "H", "H", "H", "H", "H", "H", "H", "H"],
  "xyz": [[-2.24344, 0.82973, -1.74465], [1.82000, 0.02391, 1.77446], [-1.36436, -0.04802, -1.14427], [1.64115, -1.02608, 1.10728], [-0.14437, 0.31396, -0.58291], [-2.03435, 1.86342, -1.70988], [-3.19819, 0.60511, -2.20352], [2.07022, -0.24810, 2.77777], [1.80201, 1.07173, 1.57151], [-1.25559, -1.04019, -1.41464], [1.31080, -1.18303, 0.17143], [1.59484, -1.88943, 1.60368], [-0.11801, 1.23794, -0.86825]],
  "forces_ev_per_a": [[1.63, -2.23, 1.73], [0.51, -0.57, 1.46], [-1.41, 2.48, -2.34], [-0.85, -0.60, -0.79], [-0.58, 1.15, -0.30], [0.21, 1.21, 0.32], [0.36, -0.63, -0.01], [0.13, 0.46, 0.82], [-0.21, 0.30, -1.18], [-0.94, -2.24, 0.07], [-0.10, 1.16, -0.94], [0.49, -0.74, 0.69], [0.77, 0.24, 0.48]],
  "lowdin_charge": [0.064, 0.180, -0.217, 0.217, -0.072, 0.042, 0.067, 0.122, 0.129, 0.082, 0.135, 0.153, 0.099],
  "total_charge": 1,
  "e_homo_ev": -12.7,
  "e_tot_ev": -6768.995,
  "spin_multiplicity": 1,
  "gap_ev": 7.1
}